<a>
A 2-piece molecular cluster, C4H10N2O overall. Source: the OMol25 dataset; level of theory: the ωB97M-V functional and the def2-TZVPD basis.

Results
2S+1: 1
SMILES: C=NCC.NC=O
Charge: 0
Lowest unoccupied orbital energy in eV: 0.932

Positions of all 17 atoms, in Å:
1 C 2.957 2.238 0.787
2 N 2.024 1.575 0.217
3 C 1.508 0.465 1.012
4 C 0.206 -0.117 0.447
5 H 3.298 1.944 1.800
6 H 3.472 3.011 0.126
7 H 2.314 -0.286 1.056
8 H 1.391 0.785 2.099
9 H -0.077 -1.119 0.891
10 H -0.623 0.585 0.653
11 H 0.320 -0.341 -0.634
12 N -3.212 -1.245 -0.881
13 C -2.384 -1.644 -1.922
14 O -1.506 -0.990 -2.465
15 H -3.937 -1.816 -0.527
16 H -3.081 -0.405 -0.330
17 H -2.669 -2.639 -2.328

The computed Löwdin charges, all in e, follow:
1. C -0.086
2. N -0.053
3. C -0.337
4. C -0.124
5. H 0.075
6. H 0.085
7. H 0.108
8. H 0.116
9. H 0.080
10. H 0.065
11. H 0.062
12. N 0.112
13. C -0.392
14. O -0.004
15. H 0.071
16. H 0.097
17. H 0.125

=====

<b>
One molecule with the formula C4H10N2O. Source: the OMol25 dataset; level of theory: the ωB97M-V functional and the def2-TZVPD basis.

Results
2S+1: 1
SMILES: CCC(=O)NCN
Charge: 0
Lowest unoccupied orbital energy in eV: 0.707

Positions of all 17 atoms, in Å:
1 C -0.727 -2.041 -0.313
2 C 0.633 -1.544 0.250
3 C 0.346 -0.465 1.325
4 O 0.180 -0.815 2.472
5 N 0.136 0.800 0.851
6 C 0.092 1.347 -0.480
7 N 0.044 2.837 -0.468
8 H -1.540 -2.263 0.360
9 H -0.692 -2.975 -0.902
10 H -1.120 -1.232 -1.037
11 H 1.324 -1.160 -0.492
12 H 1.266 -2.341 0.705
13 H -0.226 1.485 1.515
14 H -0.853 0.998 -0.860
15 H 0.846 1.067 -1.197
16 H 0.985 3.205 -0.629
17 H -0.693 3.095 -1.103

The computed Löwdin charges, all in e, follow:
1. C -0.091
2. C -0.158
3. C -0.515
4. O 0.050
5. N 0.068
6. C -0.280
7. N 0.014
8. H 0.067
9. H 0.069
10. H 0.083
11. H 0.088
12. H 0.118
13. H 0.144
14. H 0.098
15. H 0.111
16. H 0.075
17. H 0.060

=====

Going by the computed energies, the most stable comes first: <b>, <a>.

=====

<a>
One molecule with the formula C4H10N2O. Source: the OMol25 dataset; level of theory: the ωB97M-V functional and the def2-TZVPD basis.

Results
2S+1: 1
SMILES: NCNCCC=O
Charge: 0
Lowest unoccupied orbital energy in eV: 0.850

Positions of all 17 atoms, in Å:
1 N -2.042 -1.819 -1.142
2 C -0.890 -0.860 -1.097
3 N -0.892 -0.118 0.129
4 C -0.138 1.020 0.639
5 C 1.277 0.712 1.261
6 C 2.333 0.967 0.217
7 O 2.309 0.284 -0.823
8 H -2.734 -1.707 -1.853
9 H -2.424 -2.236 -0.254
10 H -0.767 -0.060 -1.887
11 H 0.002 -1.490 -1.255
12 H -1.177 -0.704 0.866
13 H -0.023 1.915 -0.041
14 H -0.652 1.329 1.595
15 H 1.620 1.208 2.173
16 H 1.316 -0.337 1.343
17 H 2.882 1.894 0.131

The computed Löwdin charges, all in e, follow:
1. N -0.010
2. C -0.305
3. N -0.084
4. C -0.197
5. C -0.155
6. C -0.238
7. O 0.000
8. H 0.037
9. H 0.084
10. H 0.131
11. H 0.092
12. H 0.082
13. H 0.133
14. H 0.120
15. H 0.107
16. H 0.094
17. H 0.109

=====

<b>
A 2-piece molecular cluster, C4H10N2O overall. Source: the OMol25 dataset; level of theory: the ωB97M-V functional and the def2-TZVPD basis.

Results
2S+1: 1
SMILES: C/C=N\C.NC=O
Charge: 0
Lowest unoccupied orbital energy in eV: 0.837

Positions of all 17 atoms, in Å:
1 C 1.086 1.828 -0.653
2 C 0.227 0.866 -1.424
3 N 0.323 -0.394 -1.451
4 C 1.407 -1.033 -0.724
5 H 0.935 1.666 0.419
6 H 0.833 2.860 -0.885
7 H 2.145 1.664 -0.859
8 H -0.589 1.293 -2.006
9 H 1.301 -2.114 -0.822
10 H 2.386 -0.748 -1.121
11 H 1.389 -0.769 0.338
12 N -2.505 -1.191 1.953
13 C -1.519 -0.472 1.456
14 O -0.614 0.214 1.808
15 H -2.650 -1.198 2.961
16 H -2.528 -1.549 0.767
17 H -1.628 -0.921 0.244

The computed Löwdin charges, all in e, follow:
1. C -0.078
2. C -0.256
3. N -0.044
4. C -0.148
5. H 0.064
6. H 0.067
7. H 0.073
8. H 0.098
9. H 0.066
10. H 0.079
11. H 0.068
12. N 0.078
13. C -0.558
14. O 0.062
15. H 0.099
16. H 0.203
17. H 0.129

=====

<c>
C4H10N2O as an isolated structure. Source: the OMol25 dataset; level of theory: the ωB97M-V functional and the def2-TZVPD basis.

Results
2S+1: 1
Charge: 0
Lowest unoccupied orbital energy in eV: -2.750

Positions of all 17 atoms, in Å:
1 N 2.513 -0.528 1.446
2 C -1.726 1.949 -0.131
3 C -1.407 0.887 -0.952
4 N -0.130 0.154 -0.513
5 C 0.103 -0.979 -1.417
6 C 0.034 -0.214 0.775
7 O -1.873 0.480 -1.993
8 H 2.643 -1.534 1.464
9 H 2.574 -0.128 2.383
10 H -0.937 2.330 0.506
11 H -2.696 2.402 -0.120
12 H -0.711 -1.699 -1.386
13 H 1.058 -1.399 -1.110
14 H 0.193 -0.567 -2.417
15 H -0.298 -1.249 0.870
16 H 1.221 -0.314 1.175
17 H -0.561 0.407 1.420

The computed Löwdin charges, all in e, follow:
1. N 0.017
2. C 0.041
3. C -0.555
4. N -0.049
5. C -0.043
6. C -0.080
7. O 0.024
8. H 0.002
9. H 0.004
10. H 0.043
11. H 0.044
12. H 0.108
13. H 0.091
14. H 0.099
15. H 0.133
16. H 0.018
17. H 0.103

=====

<d>
One molecule with the formula C4H10N2O. Source: the OMol25 dataset; level of theory: the ωB97M-V functional and the def2-TZVPD basis.

Results
2S+1: 1
SMILES: NCNCCC=O
Charge: 0
Lowest unoccupied orbital energy in eV: 0.942

Positions of all 17 atoms, in Å:
1 N -0.673 2.276 1.664
2 C -0.201 0.878 1.525
3 N 0.538 0.649 0.203
4 C 0.849 -0.730 -0.103
5 C 0.509 -1.063 -1.550
6 C -1.040 -1.529 -1.663
7 O -1.656 -2.139 -0.801
8 H -0.049 2.947 1.976
9 H -1.172 2.636 0.829
10 H 0.479 0.461 2.290
11 H -1.129 0.112 1.567
12 H 1.258 1.322 0.247
13 H 0.147 -1.271 0.567
14 H 1.840 -1.031 0.044
15 H 1.141 -1.953 -1.936
16 H 0.537 -0.049 -2.008
17 H -1.376 -1.516 -2.850

The computed Löwdin charges, all in e, follow:
1. N 0.004
2. C -0.272
3. N -0.089
4. C -0.291
5. C -0.141
6. C -0.232
7. O 0.011
8. H 0.018
9. H 0.084
10. H 0.106
11. H 0.144
12. H 0.079
13. H 0.105
14. H 0.088
15. H 0.139
16. H 0.103
17. H 0.144

=====

Going by the computed energies, the most stable comes first: <d>, <a>, <b>, <c>.

=====

<a>
One molecule with the formula C4H10N2O. Source: the OMol25 dataset; level of theory: the ωB97M-V functional and the def2-TZVPD basis.

Results
2S+1: 1
SMILES: CNC(=O)[C@H](C)N
Charge: 0
Lowest unoccupied orbital energy in eV: 0.874

Positions of all 17 atoms, in Å:
1 C -2.172 -0.991 -0.083
2 N -1.216 -0.077 -0.717
3 C 0.135 -0.429 -0.934
4 O 0.550 -1.304 -1.653
5 C 0.737 0.178 0.381
6 C 1.170 1.691 0.101
7 N 1.981 -0.452 0.884
8 H -1.692 -1.573 0.785
9 H -2.664 -1.656 -0.835
10 H -3.009 -0.468 0.472
11 H -1.741 0.409 -1.476
12 H -0.164 0.355 1.012
13 H 1.681 2.197 0.980
14 H 1.818 1.845 -0.778
15 H 0.338 2.356 0.171
16 H 2.649 -0.908 0.171
17 H 1.599 -1.172 1.519

The computed Löwdin charges, all in e, follow:
1. C -0.120
2. N -0.102
3. C -0.420
4. O 0.118
5. C -0.348
6. C -0.076
7. N 0.007
8. H 0.104
9. H 0.082
10. H 0.085
11. H 0.142
12. H 0.137
13. H 0.087
14. H 0.077
15. H 0.043
16. H 0.115
17. H 0.068

=====

<b>
One molecule with the formula C4H10N2O. Source: the OMol25 dataset; level of theory: the ωB97M-V functional and the def2-TZVPD basis.

Results
2S+1: 1
SMILES: C[C@@H](CN)NC=O
Charge: 0
Lowest unoccupied orbital energy in eV: 0.922

Positions of all 17 atoms, in Å:
1 C 0.234 -1.865 1.334
2 C -0.137 -0.722 0.425
3 C -0.891 0.526 1.261
4 N -0.863 1.741 0.503
5 N 1.029 -0.246 -0.286
6 C 0.849 0.340 -1.568
7 O -0.218 0.279 -2.112
8 H 1.254 -1.719 1.705
9 H 0.278 -2.844 0.882
10 H -0.376 -1.840 2.244
11 H -0.962 -0.918 -0.261
12 H -1.885 0.278 1.600
13 H -0.254 0.765 2.112
14 H -1.575 1.984 -0.170
15 H -0.014 1.817 -0.034
16 H 1.953 -0.155 0.104
17 H 1.858 0.656 -1.910

The computed Löwdin charges, all in e, follow:
1. C -0.067
2. C -0.342
3. C -0.204
4. N -0.019
5. N 0.026
6. C -0.344
7. O 0.031
8. H 0.073
9. H 0.072
10. H 0.079
11. H 0.129
12. H 0.105
13. H 0.096
14. H 0.072
15. H 0.037
16. H 0.125
17. H 0.133

=====

Going by the computed energies, the most stable comes first: <b>, <a>.